1.
ORCA calculation (ωB97M-V/def2-TZVPD) on a gas-phase ion, C4H9IO4P (charge +1) at a distorted geometry.

The geometry in XYZ format:
```
19
Properties=species:S:1:pos:R:3:mulliken_charge:R:1
C -1.4429 -1.2117 1.3173 -0.2240
C -0.7018 0.0627 1.7487 -0.6250
C -0.4720 -1.9224 0.4470 -0.5218
C 1.5699 1.7889 -2.3780 -0.7287
O -0.4313 0.9086 0.6153 -0.5138
O -0.0904 -1.1700 -0.7337 -0.2907
O 0.6138 0.7999 -1.8043 -0.2513
O 2.1765 0.0574 0.1642 -0.5355
P 0.9086 0.0242 -0.5057 1.0175
I -2.1349 1.9371 -0.1900 0.4922
H -1.6061 -1.7442 2.1918 0.4102
H -2.3213 -0.9755 0.7224 0.1824
H -1.2016 0.5043 2.6094 0.3461
H 0.2612 0.0495 2.1643 0.5112
H 0.4601 -2.1169 1.0448 0.3912
H -0.7973 -2.8717 -0.0692 0.3189
H 2.2634 1.1691 -2.8802 0.3226
H 2.0839 2.3615 -1.6571 0.3798
H 0.8621 2.3492 -2.8069 0.3187
```

As for the net charge: +1. The LUMO energy is -0.24049 Eh. The calculation puts the gap between HOMO and LUMO at 0.2962 hartree. As for the energy relative to the best compared isomer or geometry (same formula, charge and spin): 0.000 eV.


2.
ORCA calculation (ωB97M-V/def2-TZVPD) on a molecular structure, C6H7N3 at a distorted geometry.

The geometry in XYZ format:
```
16
Properties=species:S:1:pos:R:3:mulliken_charge:R:1
C 0.2883 -1.9591 0.6967 -0.7587
C -0.6765 -1.1035 0.0488 0.4405
C -0.7588 -0.2539 1.2736 -0.7925
C 0.5122 -0.9258 1.5726 0.7534
C -0.8685 -0.1214 -0.9199 -0.0197
C -0.7694 1.0303 -0.1827 0.2344
N 1.6133 -0.4816 2.1205 -0.4560
N -0.7797 -0.2080 -2.3709 -0.5378
N -0.3257 2.2113 -0.6050 -0.4389
H 0.1340 -3.0418 0.6145 0.2811
H 2.3112 -1.0443 2.4779 0.2321
H 1.5088 0.3946 2.6759 0.2584
H -1.4070 -0.6796 -2.9562 0.2291
H -0.7071 0.7909 -2.8065 0.1687
H -0.1160 3.0202 -0.0029 0.2274
H 0.0409 2.3717 -1.6363 0.1787
```

As for the net charge: 0. The LUMO energy is 0.02816 Eh. The calculation puts the gap between HOMO and LUMO at 0.2830 hartree. As for the energy relative to the best compared isomer or geometry (same formula, charge and spin): 7.517 eV.


3.
ORCA calculation (ωB97M-V/def2-TZVPD) on 7 unconnected molecules or ions with the total composition ClH12O10 at a distorted geometry.

The geometry in XYZ format:
```
23
Properties=species:S:1:pos:R:3:mulliken_charge:R:1
Cl 0.3424 1.6407 -0.0083 1.5039
O -0.3546 2.4857 -1.0363 -0.7277
O 0.2514 2.2957 1.3197 -0.6561
O -0.2926 0.2897 0.0577 -0.5712
O 1.7954 1.5157 -0.4433 -0.7027
O -2.0426 -1.7823 0.6887 -0.6815
H -2.0736 -0.9193 1.0887 0.3472
H -1.1916 -1.7953 0.1867 0.4718
O 0.5414 0.8607 -3.1173 -0.6412
H -0.3136 0.5397 -3.2743 0.2869
H 0.4624 1.5197 -2.4383 0.3755
O 0.3534 -2.1743 -0.6203 -0.7816
H 0.3794 -2.7823 0.1517 0.3021
H -0.1536 -2.6453 -1.2763 0.2820
O 2.2594 -0.8023 0.9867 -0.7380
H 1.5654 -1.2043 0.4767 0.4392
H 2.5274 -0.0163 0.5147 0.3805
O -2.6986 0.4437 -0.9933 -0.6504
H -1.8616 0.2717 -0.5263 0.4483
H -2.8416 1.3597 -1.1513 0.3000
O 0.8844 0.0067 3.2857 -0.6245
H 0.9244 0.9267 3.5327 0.2835
H 1.5374 -0.0353 2.5947 0.3541
```

As for the net charge: -1. The LUMO energy is 0.11285 Eh. The calculation puts the gap between HOMO and LUMO at 0.3768 hartree. As for the energy relative to the best compared isomer or geometry (same formula, charge and spin): 1.054 eV.


4.
ORCA calculation (ωB97M-V/def2-TZVPD) on 2 unconnected molecules or ions with the total composition C2H9N2OP3 at a distorted geometry.

The geometry in XYZ format:
```
17
Properties=species:S:1:pos:R:3:mulliken_charge:R:1
C -1.1433 -1.4025 -0.0085 0.3141
C 0.9780 -2.5101 -0.4093 -0.8700
N 0.7152 2.1031 1.4749 -0.6182
N 0.1452 -1.4674 0.1748 -0.0996
O -2.0008 -2.0488 -0.5016 -0.4341
P 0.4469 1.2936 -1.3253 -0.2256
P -1.8661 0.7988 1.2098 -0.1004
P -0.5737 2.2762 0.3444 0.1153
H 1.7123 -2.8359 0.3267 0.3042
H 0.3461 -3.3474 -0.6955 0.3050
H 1.4958 -2.1328 -1.2939 0.2978
H 1.3949 2.8523 1.3582 0.2638
H 0.3491 2.1680 2.4177 0.2478
H 0.6238 -0.6819 0.5956 0.2677
H -0.6843 1.3603 -2.1341 0.0759
H 0.9232 2.5052 -1.8107 0.0999
H -2.8623 1.0693 0.2767 0.0563
```

As for the net charge: 0. The LUMO energy (alpha / beta) is 0.00244 / 0.00239 Eh. The calculation puts the gap between HOMO and LUMO (alpha / beta) at 0.2767 / 0.2767 hartree. As for the energy relative to the best compared isomer or geometry (same formula, charge and spin): 2.229 eV.


5.
ORCA calculation (ωB97M-V/def2-TZVPD) on a molecular structure, C2H3F3O3S at a distorted geometry.

The geometry in XYZ format:
```
12
Properties=species:S:1:pos:R:3:mulliken_charge:R:1
C 1.6963 -0.0034 -2.2340 -0.7295
C -0.3531 0.0387 1.2442 0.6550
H 2.7670 -0.1128 -2.4358 0.2762
H 1.2816 -0.9779 -2.7019 0.3172
H 1.1152 0.8611 -2.5810 0.3703
O 1.3868 -0.3277 -0.7171 -0.2836
O -0.2323 1.4004 -0.9529 -0.6275
O -0.8974 -1.2250 -1.1098 -0.5791
F -1.7151 -0.0766 1.4697 -0.2230
F -0.0064 1.2477 1.7998 -0.2085
F 0.2071 -0.9542 1.8017 -0.1908
S -0.1031 -0.0447 -0.6091 1.2234
```

As for the net charge: 0. The LUMO energy is 0.01913 Eh. The calculation puts the gap between HOMO and LUMO at 0.4466 hartree. As for the energy relative to the best compared isomer or geometry (same formula, charge and spin): 2.112 eV.


6.
ORCA calculation (ωB97M-V/def2-TZVPD) on a molecular structure, FeN2O6S4 at a distorted geometry.

The geometry in XYZ format:
```
13
Properties=species:S:1:pos:R:3:lowdin_spin:R:1
N 1.2473 2.7268 1.4047 0.0145
S 0.3748 1.9231 2.3427 0.0075
O -0.5063 0.9227 1.6353 0.0401
Fe -0.1203 -0.2682 0.0358 3.7335
N -0.6447 -3.1396 -0.5934 0.0089
S -1.6482 -2.7913 0.5627 0.0086
O -0.9596 -1.6840 1.3080 0.0194
S -0.8792 -2.0098 -1.9217 0.0128
O 0.4487 -1.3138 -1.7015 0.0332
O -1.9941 -1.1638 -1.1662 0.0320
S 1.1331 2.6168 -0.4499 0.0129
O 2.4730 3.0879 -0.8604 0.0054
O 1.0754 1.0932 -0.5962 0.0710
```

As for the net charge: 0. The LUMO energy (alpha / beta) is -0.11438 / -0.11657 Eh. The calculation puts the gap between HOMO and LUMO (alpha / beta) at 0.2473 / 0.2484 hartree. The spin multiplicity is 5. Its expectation value of S² is 6.02.


DFT total energy in Eh, matching the order above: -1097.5425, -396.8160, -1219.6034, -1290.3516, -1001.4339, -3417.3036